The following is a quantum chemistry calculation of C3H4N2O2 in the gas phase in a non-equilibrium geometry, from the Open Molecules 2025 dataset.

XYZ file:
```
11
Properties=species:S:1:pos:R:3:forces:R:3
C 1.3747 -0.5994 0.6440 0.0844 -0.0358 0.0531
N 0.2454 -0.2809 -0.2242 -0.1491 -0.3496 -0.2241
N -0.0075 1.0897 -0.6033 -0.1640 0.2848 0.1068
C -1.2434 1.4338 -0.1741 -0.0020 -0.0269 -0.0821
O -2.0900 0.7262 0.3727 0.1885 0.0061 -0.2101
C -0.5554 -1.0822 -0.7616 -0.4075 -0.4698 -0.3854
O -1.2397 -1.7839 -1.3704 0.5829 0.6307 0.7197
H 2.2745 -0.2372 0.1439 -0.0879 -0.0429 0.1032
H 1.2408 -0.0793 1.5943 -0.0489 -0.0619 -0.1622
H 1.4371 -1.6778 0.8082 -0.0417 0.1608 -0.0597
H -1.4365 2.4910 -0.4296 0.0453 -0.0956 0.1409
```
Forces are in eV/Å.

Summary:
LUMO energy: -0.080 eV
gap between HOMO and LUMO: 0.3342 Eh
spin multiplicity: 1


The following is a quantum chemistry calculation of 2 unconnected molecules or ions with the total composition C3H4N2O2 in a non-equilibrium geometry, from the Open Molecules 2025 dataset.

XYZ file:
```
11
Properties=species:S:1:pos:R:3:forces:R:3
C -0.0515 0.8925 -1.3749 -0.6012 0.1492 -1.6855
C -3.0708 -0.1503 -0.2893 1.9904 0.2289 -0.4491
C 1.8274 -0.5224 0.9801 -0.2786 -0.9985 0.2831
N 0.3248 0.6014 -0.3353 0.7305 -0.8671 1.6919
N 0.5756 0.2409 0.8101 0.1334 -0.5012 1.8447
O -3.1068 0.1544 -1.3936 -1.4260 0.4599 -1.9051
O -2.7200 -0.4223 0.7619 -0.6306 -0.6956 2.3405
H -0.2523 1.3813 -2.2703 -0.1421 0.5758 -0.7654
H 2.4659 -0.0946 0.2258 0.9898 -0.5343 -0.2271
H 2.3016 -0.4121 1.9852 -0.7223 0.4827 -0.7293
H 1.7062 -1.6688 0.9002 -0.0433 1.7004 -0.3988
```
Forces are in eV/Å.

Summary:
LUMO energy: 0.547 eV
gap between HOMO and LUMO: 0.3210 Eh
spin multiplicity: 1


The following is a quantum chemistry calculation of C3H4N2O2 in the gas phase in a non-equilibrium geometry, from the Open Molecules 2025 dataset.

XYZ file:
```
11
Properties=species:S:1:pos:R:3:forces:R:3
C 2.0168 -0.0466 0.2699 1.8081 -0.2799 -1.0732
C 0.7507 0.2755 0.4097 -0.5358 0.5765 0.4608
C -0.0805 -0.3478 -0.6658 0.6905 1.4698 0.3992
N -1.3221 -0.3498 -0.8821 -0.1586 -0.9838 -1.4826
N -2.2930 0.0350 0.0249 0.3763 0.7835 1.7647
O -2.6364 -0.8026 0.8263 0.0360 -0.4832 -0.2134
O -2.7458 1.1563 -0.0306 0.2829 -0.0110 -0.7301
H 2.7597 0.3863 0.9367 0.0789 -0.3318 -0.2287
H 2.3555 -0.6476 -0.6364 -0.2246 0.6385 1.6114
H 0.5574 1.0604 1.2083 -0.7761 -1.4349 -1.1474
H 0.6377 -0.7192 -1.4608 -1.5777 0.0563 0.6393
```
Forces are in eV/Å.

Summary:
LUMO energy: -0.148 eV
SMILES: C=C/C=N\[N+](=O)[O-]
gap between HOMO and LUMO: 0.3843 Eh
spin multiplicity: 1


The following is a quantum chemistry calculation of C3H4N2O2 in the gas phase in a non-equilibrium geometry, from the Open Molecules 2025 dataset.

XYZ file:
```
11
Properties=species:S:1:pos:R:3:forces:R:3
H -2.5106 -1.7835 0.0103 1.0754 1.8453 -0.3546
N -2.2425 -0.7686 -0.1609 -1.0560 -0.1804 1.1342
C -1.0795 -0.3989 0.0933 1.9158 1.6352 -2.2034
N -0.3490 0.8847 -0.0256 -8.9617 0.2652 -1.6389
C 0.9688 0.8085 0.0210 3.9118 -0.7015 -0.5368
C 1.1184 -0.7148 0.0844 -0.6848 4.9277 0.1893
O 2.0959 -1.2412 -0.1417 5.9909 -3.8008 -0.7649
O -0.0229 -1.2973 0.1551 -2.9346 -1.6588 1.1850
H -0.7574 1.8418 -0.1151 -0.3448 -1.9277 0.2344
H 1.1162 1.4060 0.8504 2.4042 0.5480 2.4770
H 1.6626 1.2631 -0.7713 -1.3162 -0.9522 0.2786
```
Forces are in eV/Å.

Summary:
LUMO energy: 0.674 eV
SMILES: [H]/N=C1/NCC(=O)O1
gap between HOMO and LUMO: 0.3735 Eh
spin multiplicity: 1


The following is a quantum chemistry calculation of C3H4N2O2 in the gas phase in a non-equilibrium geometry, from the Open Molecules 2025 dataset.

XYZ file:
```
11
Properties=species:S:1:pos:R:3:forces:R:3
N 1.4028 0.8021 -0.0164 0.4626 0.6077 -1.0091
C 0.3907 -0.7539 0.8505 -0.7189 -0.4488 0.0745
C 0.7626 -0.4282 -0.5473 0.4962 0.2753 0.3690
O -0.4147 -0.1638 -1.3075 0.0451 0.3656 0.2286
C -1.4589 -0.1195 -0.4372 -0.2710 0.0872 -0.1651
O -2.6058 0.0598 -0.7222 0.6085 0.0123 0.1457
N -0.9005 -0.3399 0.8351 -0.0001 -0.5521 0.2129
H 0.7632 1.5576 0.1678 -0.0814 -0.0070 0.0622
H 2.1065 0.7024 0.7098 -0.3467 -0.2306 -0.3326
H 1.4419 -0.9950 -1.1858 -0.1448 -0.0658 0.4640
H -1.4878 -0.3216 1.6532 -0.0494 -0.0438 -0.0501
```
Forces are in eV/Å.

Summary:
LUMO energy: 0.743 eV
gap between HOMO and LUMO: 0.3755 Eh
spin multiplicity: 1


The following is a quantum chemistry calculation of a molecular structure, C3H4N2O2, from the Open Molecules 2025 dataset.

XYZ file:
```
11
Properties=species:S:1:pos:R:3:forces:R:3
N -1.7695 -0.3661 -0.1640 0.0466 0.0787 -0.0736
C -0.4954 -0.2220 0.2496 -0.2990 0.1023 -0.0046
C 0.1224 0.9396 0.7356 -0.5526 -0.0429 0.2900
O 1.4669 0.4371 1.2473 0.0762 -0.0312 -0.1522
C 1.3464 0.0937 -0.0288 0.4798 -0.0652 -0.1311
O 1.7120 0.9081 -0.9702 -0.0324 -0.0277 0.0885
N 0.5164 -1.1093 -0.1941 0.0398 -0.0126 0.1295
H -1.9346 -0.9393 -0.9793 0.0361 0.0676 0.1115
H -2.3903 0.4190 -0.0230 0.0835 -0.1080 0.0125
H 0.8258 1.6225 -0.3718 0.1334 -0.0115 -0.1801
H 0.7638 -1.8662 0.4409 -0.0112 0.0504 -0.0905
```
Forces are in eV/Å.

Summary:
LUMO energy: 0.597 eV
gap between HOMO and LUMO: 0.3434 Eh
spin multiplicity: 1


The following is a quantum chemistry calculation of C3H4N2O2 in the gas phase in a non-equilibrium geometry, from the Open Molecules 2025 dataset.

XYZ file:
```
11
Properties=species:S:1:pos:R:3:forces:R:3
C 0.0155 -1.2219 -0.7559 0.6184 -0.3797 -0.1523
N 0.2984 -0.0958 0.1024 1.7225 0.7812 1.3241
C 1.5263 0.2223 0.7924 -1.2494 -2.7740 -1.7684
N 2.5829 0.0720 1.2266 -0.0537 0.4137 0.0075
C -0.4974 0.9420 0.4140 1.2425 2.0243 1.0476
O 0.0581 1.7606 1.1617 -2.3928 0.1224 -0.7459
O -1.6935 1.0135 -0.1643 0.0758 -0.1727 0.2065
H -1.0599 -1.2827 -0.9152 0.1054 0.0921 0.0801
H 0.5283 -1.1004 -1.7118 -0.1137 -0.0824 -0.0147
H 0.3719 -2.1362 -0.2798 -0.1134 0.0349 -0.0587
H -2.1305 1.8266 0.1300 0.1582 -0.0599 0.0743
```
Forces are in eV/Å.

Summary:
LUMO energy: 0.320 eV
SMILES: CN(C#N)C(=O)O
gap between HOMO and LUMO: 0.3930 Eh
spin multiplicity: 1


The following is a quantum chemistry calculation of C3H4N2O2 in the gas phase in a non-equilibrium geometry, from the Open Molecules 2025 dataset.

XYZ file:
```
11
Properties=species:S:1:pos:R:3:forces:R:3
C 1.1476 0.4228 -1.0232 0.0741 0.0583 -0.0555
N 0.2807 -0.3876 -0.1728 0.2389 -0.2602 0.2811
N -1.1461 -0.4151 -0.3929 -0.2805 0.1803 0.0770
C -1.7427 0.2565 0.6226 0.0089 -0.0848 0.0084
O -1.2243 0.7396 1.6286 -0.0155 -0.1833 -0.1732
C 0.6093 -1.0264 0.8553 0.1854 -0.4683 0.5280
O 0.8686 -1.7265 1.7349 -0.2197 0.7751 -0.7735
H 1.0249 0.0600 -2.0449 0.0165 0.0798 0.1193
H 0.8266 1.4637 -0.9510 0.0181 -0.1607 0.0302
H 2.1887 0.3240 -0.7065 -0.1670 -0.0132 -0.0319
H -2.8333 0.2891 0.4498 0.1407 0.0771 -0.0100
```
Forces are in eV/Å.

Summary:
LUMO energy: -0.082 eV
gap between HOMO and LUMO: 0.3371 Eh
spin multiplicity: 1


The following is a quantum chemistry calculation of C3H4N2O2 in the gas phase in a non-equilibrium geometry, from the Open Molecules 2025 dataset.

XYZ file:
```
11
Properties=species:S:1:pos:R:3:forces:R:3
C 0.2580 -0.1513 -1.6091 -2.1938 -1.0946 -2.9696
C 1.4686 -0.1659 -1.1983 2.9176 0.7374 0.8520
C -0.9704 -0.0825 -0.7822 -0.7486 -1.5326 -1.3163
N -0.6949 -0.1325 0.5801 -0.4565 0.2482 -0.0589
N 0.5000 -0.3481 1.1019 0.1457 1.1822 2.1462
O -2.1167 -0.1759 -1.2172 1.7658 0.8249 0.9225
O 0.6237 0.6145 2.2063 3.4308 0.4398 -4.9594
H 0.0096 -0.4364 -2.7160 0.4621 0.6953 1.8999
H 2.1418 0.0340 -0.3322 -0.8443 -0.3600 -1.2739
H -1.2854 0.4536 1.1069 -1.1497 0.5402 0.9370
H 0.0658 0.3906 2.8597 -3.3292 -1.6808 3.8204
```
Forces are in eV/Å.

Summary:
LUMO energy (spin up / spin down): 0.284 / -1.257 eV
gap between HOMO and LUMO (spin up / spin down): 0.3165 / 0.3481 Eh
spin multiplicity: 3
expectation value of S²: 2.02


The following is a quantum chemistry calculation of C3H4N2O2S in the gas phase in a non-equilibrium geometry, from the Open Molecules 2025 dataset.

XYZ file:
```
12
Properties=species:S:1:pos:R:3:forces:R:3
H -2.4429 0.9241 1.5183 2.5843 0.4557 0.6341
N -1.3808 1.2026 1.6199 -2.0760 -1.3215 -2.7621
C -0.7610 0.6670 0.6146 -0.2662 -1.0281 1.5977
N 0.6141 0.9527 0.5136 1.8563 -0.9108 3.5571
C 1.4730 0.8141 -0.5915 -0.7800 4.2361 -0.3472
O 1.1565 0.5588 -1.7355 0.4690 -0.9778 1.3964
S -1.4708 -0.7263 -0.4706 1.2360 0.9759 0.8600
C -0.2887 -2.1066 -0.7802 -6.7304 -1.2139 -4.4684
O -0.9690 -2.8575 -1.5967 4.5933 2.6124 4.1289
H 1.1289 1.1161 1.5860 -2.0673 -0.3236 -4.3969
H 2.2735 1.6236 -0.3551 0.1890 -2.0405 -0.3721
H 0.6671 -2.1687 -0.3228 0.9919 -0.4639 0.1726
```
Forces are in eV/Å.

Summary:
LUMO energy: -0.284 eV
SMILES: [H]/N=C(/NC=O)SC=O
gap between HOMO and LUMO: 0.3447 Eh
spin multiplicity: 1


The following is a quantum chemistry calculation of C3H4N2O2S in the gas phase in a non-equilibrium geometry, from the Open Molecules 2025 dataset.

XYZ file:
```
12
Properties=species:S:1:pos:R:3:forces:R:3
H -1.7596 -0.8733 2.0338 -0.4825 0.5146 -0.0825
N -1.8941 -0.4057 1.1283 -0.3123 -0.3649 0.6269
C -0.7569 -0.3698 0.6194 -0.4187 -0.7952 -0.3787
O 0.3722 -0.7506 1.3024 0.1981 0.1119 -0.6027
C 1.4824 -0.4443 0.5540 -0.4475 0.3895 0.1859
O 2.5476 -0.5059 1.0537 0.9724 -0.1420 -0.3960
C 1.0099 0.1076 -0.7947 -0.4582 -0.6235 -0.5748
N -0.4338 -0.0875 -0.6997 -0.0193 0.7129 0.8186
S -1.5428 0.7598 -1.6569 0.0984 -1.1226 -0.8538
H 1.3054 -0.4672 -1.6915 0.6659 0.4146 0.6568
H 1.2790 1.1641 -0.8714 0.1911 -0.1038 -0.0719
H -1.6093 1.8727 -0.9773 0.0127 1.0085 0.6722
```
Forces are in eV/Å.

Summary:
LUMO energy: 0.494 eV
SMILES: [H]/N=C1\OC(=O)CN1S
gap between HOMO and LUMO: 0.3804 Eh
spin multiplicity: 1


The following is a quantum chemistry calculation of C3H4N2O3 in the gas phase in a non-equilibrium geometry, from the Open Molecules 2025 dataset.

XYZ file:
```
12
Properties=species:S:1:pos:R:3:forces:R:3
O 1.2073 -0.4770 2.7560 -1.1823 0.3818 -1.0575
C 0.8995 0.3385 1.9220 1.5760 0.1647 0.2978
C 0.1181 0.2908 0.6321 -0.8709 -2.2078 0.5379
O 0.9884 0.7001 -0.3409 1.6602 0.6376 1.1417
N 0.3747 0.8245 -1.5409 -3.6082 -1.4196 -2.2249
C -0.6437 -0.0264 -1.6871 2.5139 1.6571 -0.2734
N -1.0105 -0.9952 -0.7813 -1.3012 0.7177 -1.2087
O -0.2345 -1.0642 0.3408 0.5336 0.6575 1.5742
H 1.3861 1.3113 1.8589 0.3179 0.7017 0.7390
H -0.7654 0.9625 0.6181 0.1295 -0.4373 0.2383
H -1.2495 0.0399 -2.6013 0.4815 -0.0433 0.4631
H -1.0705 -1.9047 -1.1764 -0.2502 -0.8100 -0.2275
```
Forces are in eV/Å.

Summary:
LUMO energy: 0.538 eV
SMILES: O=C[C@H]1ON=CNO1
gap between HOMO and LUMO: 0.3471 Eh
spin multiplicity: 1


no.,calculated total energy (Ha),molar mass (u)
1,-376.61528,100.08
2,-376.60213,100.08
3,-376.52433,100.08
4,-376.65094,100.08
5,-376.64300,100.08
6,-376.49628,100.08
7,-376.68063,100.08
8,-376.61546,100.08
9,-376.45744,100.08
10,-774.79376,132.14
11,-774.88538,132.14
12,-451.77858,116.08